{"formula": "C44H42CuN5O2P2STe", "method": "ωB97M-V with the def2-TZVPD basis set", "spin_multiplicity": 2, "e_above_lowest_kj_mol": 0.0, "charge": -1, "s2": 0.757, "e_tot_ev": -139202.142, "elements": ["Cu", "Te", "C", "C", "C", "N", "C", "C", "C", "P", "C", "C", "C", "C", "C", "C", "C", "C", "C", "C", "C", "C", "P", "C", "C", "C", "C", "C", "C", "C", "C", "C", "C", "C", "C", "H", "H", "H", "H", "H", "H", "H", "H", "H", "H", "H", "H", "H", "H", "H", "H", "H", "H", "H", "H", "H", "H", "H", "H", "N", "C", "C", "C", "C", "C", "C", "S", "O", "O", "N", "C", "N", "C", "C", "C", "N", "H", "H", "H", "H", "H", "H", "H", "H", "H", "C", "C", "C", "C", "H", "H", "H", "H", "H", "H", "H", "H", "H"], "coordinates": [[-0.27, 1.26, 0.72], [-3.04, -3.12, 1.06], [-2.24, -4.87, 0.10], [-2.67, -5.26, -1.16], [-2.09, -6.37, -1.76], [-1.12, -7.09, -1.20], [-0.72, -6.72, 0.01], [-1.25, -5.63, 0.70], [-1.52, -1.77, 1.06], [-1.27, -0.58, -0.18], [-2.86, -0.19, -0.96], [-3.17, -0.43, -2.30], [-4.42, -0.08, -2.80], [-5.37, 0.51, -1.98], [-5.06, 0.75, -0.65], [-3.82, 0.40, -0.15], [-0.20, -1.26, -1.50], [1.03, -0.67, -1.73], [1.94, -1.25, -2.60], [1.62, -2.43, -3.25], [0.40, -3.04, -3.01], [-0.50, -2.47, -2.13], [-0.31, -1.44, 2.35], [-0.68, -2.69, 3.63], [-1.77, -2.44, 4.47], [-2.14, -3.33, 5.46], [-1.41, -4.50, 5.64], [-0.31, -4.76, 4.83], [0.05, -3.86, 3.83], [1.30, -2.04, 1.66], [1.39, -3.16, 0.82], [2.58, -3.50, 0.22], [3.72, -2.72, 0.43], [3.64, -1.60, 1.24], [2.43, -1.27, 1.85], [-3.45, -4.71, -1.68], [-2.41, -6.69, -2.75], [0.07, -7.31, 0.46], [-0.88, -5.39, 1.69], [-2.43, -0.88, -2.95], [-4.64, -0.27, -3.85], [-6.34, 0.78, -2.38], [-5.80, 1.21, 0.00], [-3.58, 0.59, 0.90], [1.32, 0.23, -1.20], [2.91, -0.78, -2.73], [2.34, -2.89, -3.92], [0.15, -3.98, -3.49], [-1.44, -2.97, -1.91], [-2.34, -1.52, 4.33], [-2.99, -3.12, 6.08], [-1.69, -5.20, 6.42], [0.27, -5.66, 4.97], [0.91, -4.07, 3.21], [0.49, -3.73, 0.61], [2.63, -4.36, -0.44], [4.65, -2.96, -0.06], [4.50, -0.95, 1.36], [2.36, -0.36, 2.45], [2.42, 7.24, -2.83], [2.71, 6.05, -2.15], [3.34, 6.07, -0.91], [3.64, 4.89, -0.26], [3.32, 3.67, -0.84], [2.72, 3.64, -2.09], [2.41, 4.82, -2.75], [3.57, 2.15, 0.03], [3.65, 1.12, -0.98], [4.70, 2.32, 0.91], [2.19, 1.91, 0.80], [1.80, 2.66, 1.83], [2.53, 3.65, 2.39], [2.01, 4.26, 3.43], [0.76, 3.97, 3.97], [0.05, 2.99, 3.31], [0.53, 2.35, 2.26], [2.30, 8.03, -2.21], [1.66, 7.17, -3.48], [3.59, 7.02, -0.46], [4.12, 4.89, 0.71], [2.48, 2.68, -2.54], [1.94, 4.79, -3.72], [2.61, 5.06, 3.86], [0.37, 4.48, 4.84], [-0.95, 2.70, 3.63], [-0.98, 2.24, -2.86], [-1.61, 2.93, -1.66], [-1.95, 4.39, -2.01], [-0.69, 2.90, -0.46], [-1.61, 2.33, -3.75], [-0.80, 1.18, -2.68], [-0.01, 2.71, -3.09], [-2.55, 2.42, -1.42], [-1.03, 4.94, -2.24], [-2.44, 4.89, -1.17], [-2.61, 4.44, -2.87], [-1.02, 3.57, 0.34], [0.34, 3.12, -0.74]]}